Run i
Molecular formula: C7H13N2
Method: DFT, ωB97M-V with the def2-TZVPD basis set

Last column: natural (NBO) charge in e.
Geometry (Å):
1 N -2.3567 -0.7287 -0.4512  -0.419
2 N 1.3576 0.2233 -0.0681  -0.255
3 C 1.0091 -1.0492 0.0153  0.270
4 C -2.8751 1.6925 0.0024  -0.624
5 C -2.5830 0.4517 -0.1855  0.426
6 C -1.4204 -1.7363 -0.2752  -0.133
7 C 2.7053 0.4127 -0.7759  -0.423
8 C -0.0402 -1.6432 0.7571  -0.528
9 C 0.8777 1.3091 0.7444  -0.439
10 H 0.0402 -2.6442 0.7948  0.261
11 H 1.6060 2.0091 1.1979  0.257
12 H -3.3090 2.1474 0.8716  0.265
13 H -1.1381 -1.8748 -1.2336  0.213
14 H 1.5801 -1.5771 -0.6589  0.211
15 H 0.2456 0.7372 1.5285  0.230
16 H 3.1885 -0.5026 -0.9019  0.222
17 H 2.4076 0.7650 -1.8020  0.229
18 H -0.4815 -1.1311 1.6009  0.259
19 H 0.2687 1.9283 -0.0424  0.247
20 H 3.3337 1.2453 -0.4716  0.253
21 H -1.8791 -2.5586 0.0516  0.218
22 H -2.5368 2.5241 -0.6981  0.260

Summary:
Frontier orbital gap (alpha / beta), eV: 7.828 / 7.827
Total charge: +1

=====

Run ii
Molecular formula: C7H13N2
Method: DFT, ωB97M-V with the def2-TZVPD basis set

Last column: natural (NBO) charge in e.
Geometry (Å):
1 N -1.9568 0.5769 0.7922  -0.576
2 N 0.7938 0.7089 0.8331  -0.366
3 C 0.6717 -1.4993 -0.1568  -0.397
4 C -2.0481 -0.5140 -0.2143  -0.223
5 C -0.0595 0.5033 -1.2827  -0.443
6 C 1.5891 -0.4959 0.6432  -0.248
7 C -0.4588 -0.5565 -0.3553  -0.087
8 C 0.7990 1.3791 -0.4202  -0.232
9 C -0.5817 0.0911 0.9818  0.113
10 H 1.7935 1.4446 -0.6755  0.228
11 H 1.0255 1.2161 1.7301  0.466
12 H 0.5333 -0.0270 -2.0160  0.242
13 H -1.9178 1.4991 0.4754  0.371
14 H -0.8253 1.0492 -1.7961  0.254
15 H 1.1280 -1.6464 -1.0750  0.223
16 H 0.3499 2.4166 -0.3953  0.242
17 H -2.6849 -1.4089 0.1401  0.240
18 H -0.4821 -0.6048 1.9359  0.223
19 H 1.8409 -0.9679 1.5684  0.246
20 H 2.5385 -0.2966 0.1316  0.244
21 H 0.5037 -2.4376 0.3586  0.254
22 H -2.5518 -0.4299 -1.2032  0.229

Summary:
Frontier orbital gap, eV: 10.721
Total charge: +1

=====

Which structure wins on stability? run ii wins.